DFT (ωB97M-V/def2-TZVPD) results for the molecule C5H3Cl4NS.

ORCA input file:
```
! wB97M-V def2-TZVPD RIJCOSX def2/J DEFGRID3
* xyz 0 1
S -2.12955 2.53416 -0.31523
C -0.83666 1.51659 0.23083
Cl -1.12087 0.83827 1.81164
N 0.19135 1.35142 -0.47067
C 1.29597 0.59437 -0.21650
Cl 2.74873 1.43583 -0.63015
C 1.35729 -0.66841 0.25557
Cl 2.91956 -1.37881 0.51683
C 0.26120 -1.57111 0.55244
C -0.82377 -1.80944 -0.18050
Cl -1.17084 -1.05382 -1.67747
H -1.52240 2.90197 -1.44443
H 0.40613 -2.17110 1.44201
H -1.57613 -2.51993 0.12560
*
```

**SMILES string**: S/C(Cl)=N/C(Cl)=C(Cl)\C=C/Cl
**Maximum force**: 0.77 eV/Å
**LUMO**: -0.21 eV
**ΔE to the lowest compared entry with this formula, charge and spin**: 3.2 kcal per mole